1.
This record from the OMol25 dataset describes a 4-piece molecular cluster, C2H12O3S2 overall at a distorted geometry. The level of theory is ωB97M-V with the def2-TZVPD basis set.

The value obtained for the lowest unoccupied orbital energy is 0.412 eV. The value obtained for the gap between HOMO and LUMO is 8.64 eV. The energy above the lowest of the compared OMol25 structures with the same formula, charge and spin is 228.4 kJ/mol.

Last column: Mulliken charge in e.
Cartesian coordinates (Å):
1 C -1.168 -1.543 3.773  -0.788
2 C -0.951 -0.139 3.127  -0.771
3 S 0.216 0.174 1.735  0.031
4 S 2.086 -0.559 2.218  -0.204
5 H -0.281 -1.456 4.383  0.174
6 H -1.134 -2.261 2.971  0.274
7 H -1.869 -1.648 4.546  0.382
8 H -0.439 0.618 3.776  0.394
9 H -1.856 0.258 2.744  0.365
10 H 1.798 -0.336 3.654  0.146
11 H -3.861 -0.603 -3.908  0.335
12 H -4.308 -1.541 -4.974  0.315
13 O -4.633 -0.721 -4.602  -0.650
14 H 4.156 1.747 -2.785  0.331
15 H 4.211 2.957 -3.773  0.315
16 O 3.818 2.084 -3.655  -0.642
17 H 1.705 1.553 -3.657  0.354
18 H 1.398 0.264 -2.650  0.302
19 O 1.112 1.152 -2.920  -0.662

2.
This record from the OMol25 dataset describes a 5-piece molecular cluster, C2H12O4 overall at a distorted geometry. The level of theory is ωB97M-V with the def2-TZVPD basis set.

The value obtained for the lowest unoccupied orbital energy is 0.023 eV. The value obtained for the gap between HOMO and LUMO is 10.45 eV. The energy above the lowest of the compared OMol25 structures with the same formula, charge and spin is 286.7 kJ/mol.

Last column: Mulliken charge in e.
Cartesian coordinates (Å):
1 C 2.359 -0.529 -0.210  -0.702
2 C 2.961 0.508 0.330  -0.388
3 H 1.836 -0.580 -1.170  0.272
4 H 2.200 -1.549 0.097  0.335
5 H 2.853 1.520 -0.045  0.304
6 H 2.919 0.534 1.488  0.193
7 H 0.171 -0.746 0.643  0.364
8 H -0.175 -2.259 0.451  0.379
9 O -0.380 -1.363 -0.076  -0.733
10 H -1.301 -0.176 -2.438  0.325
11 H -1.342 1.157 -1.875  0.307
12 O -1.616 0.682 -2.695  -0.630
13 H -1.890 0.156 1.682  0.320
14 H -1.904 -0.778 0.511  0.397
15 O -2.511 -0.520 1.269  -0.684
16 H 0.625 1.646 1.668  0.261
17 H -0.012 1.590 0.392  0.286
18 O 0.019 1.152 1.237  -0.606

3.
This record from the OMol25 dataset describes a 5-piece molecular cluster, C2H12O5 overall at a distorted geometry. The level of theory is ωB97M-V with the def2-TZVPD basis set.

The value obtained for the lowest unoccupied orbital energy is 0.427 eV. The value obtained for the gap between HOMO and LUMO is 9.13 eV. The energy above the lowest of the compared OMol25 structures with the same formula, charge and spin is 105.0 kJ/mol.

Last column: Mulliken charge in e.
Cartesian coordinates (Å):
1 C -1.275 -1.906 -0.557  -0.842
2 C -0.141 -1.922 -1.272  0.041
3 O 1.095 -1.519 -0.848  -0.452
4 H -2.176 -1.590 -1.068  0.233
5 H -1.266 -1.982 0.522  0.331
6 H -0.156 -2.198 -2.321  0.406
7 H 0.917 -1.263 0.081  0.305
8 H 0.671 0.784 1.435  0.333
9 H 0.371 -0.450 2.419  0.302
10 O 0.812 -0.156 1.621  -0.627
11 H 1.868 3.318 0.379  0.302
12 H 1.658 1.861 0.168  0.408
13 O 1.534 2.549 0.853  -0.696
14 H 2.461 0.521 -1.594  0.329
15 H 0.955 0.791 -1.756  0.309
16 O 1.788 1.208 -1.515  -0.684
17 H -2.263 0.608 1.015  0.309
18 H -3.653 0.926 1.559  0.307
19 O -3.200 0.419 0.879  -0.614

4.
This record from the OMol25 dataset describes a 5-piece molecular cluster, C2H12O5 overall at a distorted geometry. The level of theory is ωB97M-V with the def2-TZVPD basis set.

The value obtained for the lowest unoccupied orbital energy is 0.513 eV. The value obtained for the gap between HOMO and LUMO is 9.61 eV. The energy above the lowest of the compared OMol25 structures with the same formula, charge and spin is 77.1 kJ/mol.

Last column: Mulliken charge in e.
Cartesian coordinates (Å):
1 C 3.494 1.143 -0.302  -0.605
2 C 2.321 0.734 0.126  0.067
3 O 1.888 -0.559 -0.001  -0.542
4 H 3.711 2.196 -0.362  0.252
5 H 4.170 0.438 -0.763  0.254
6 H 1.692 1.362 0.747  0.203
7 H 1.766 -0.962 0.870  0.350
8 H -0.327 -0.440 2.823  0.294
9 H -0.205 -0.382 1.296  0.399
10 O -0.027 -0.947 2.064  -0.671
11 H -1.178 2.110 0.784  0.285
12 H -1.921 0.888 0.131  0.326
13 O -1.053 1.251 0.373  -0.568
14 H -3.143 -0.694 -0.820  0.323
15 H -3.790 -1.061 0.613  0.279
16 O -3.086 -0.606 0.138  -0.641
17 H -0.948 -0.310 -2.435  0.305
18 H -1.814 -1.111 -3.298  0.292
19 O -1.788 -0.788 -2.388  -0.602

5.
This record from the OMol25 dataset describes C2H12O6Pt as an isolated structure at a distorted geometry. The level of theory is ωB97M-V with the def2-TZVPD basis set.

The value obtained for the lowest unoccupied orbital energy (spin up / spin down) is -0.388 / -0.416 eV. As for the spin multiplicity: 3. The value obtained for the gap between HOMO and LUMO (spin up / spin down) is 5.65 / 6.14 eV. Its expectation value of S² is 2.005. The energy above the lowest of the compared OMol25 structures with the same formula, charge and spin is 47.2 kJ/mol.

Last column: Mulliken charge in e.
Cartesian coordinates (Å):
1 Pt -0.086 -0.091 -0.432  1.285
2 O -0.547 1.551 0.895  -0.807
3 C 0.047 1.205 2.120  -0.360
4 C 1.350 0.342 2.093  -0.374
5 O 1.590 -0.479 0.962  -0.787
6 H -0.691 0.724 2.782  0.198
7 H 0.282 2.121 2.680  0.300
8 H 1.460 -0.325 2.962  0.283
9 H 2.211 1.011 2.254  0.213
10 O 1.095 -1.371 -1.810  -0.540
11 H 1.259 -1.547 -2.746  0.233
12 H 1.575 -2.062 -1.329  0.325
13 O -0.853 -1.992 0.316  -0.492
14 H -1.638 -2.449 -0.013  0.251
15 H -0.556 -2.497 1.088  0.285
16 O 0.226 1.446 -2.128  -0.525
17 H 0.818 1.568 -2.883  0.235
18 H -0.254 2.283 -2.040  0.297
19 O -2.123 0.083 -1.370  -0.575
20 H -3.054 0.115 -1.108  0.251
21 H -2.108 0.365 -2.295  0.302

6.
This record from the OMol25 dataset describes C2H13FeN2O as an isolated structure at a distorted geometry. The level of theory is ωB97M-V with the def2-TZVPD basis set.

The value obtained for the lowest unoccupied orbital energy (spin up / spin down) is 3.625 / 3.570 eV. As for the spin multiplicity: 5. The value obtained for the gap between HOMO and LUMO (spin up / spin down) is 3.17 / 4.32 eV. Its expectation value of S² is 6.093. The energy above the lowest of the compared OMol25 structures with the same formula, charge and spin is 0.0 kJ/mol. As for the total charge: -1.

Last column: Mulliken charge in e.
Cartesian coordinates (Å):
1 C -2.771 -1.822 1.076  -0.983
2 Fe 1.164 0.454 -0.437  -1.343
3 N 2.640 2.099 -0.357  -0.634
4 N -0.674 0.866 -1.654  -1.053
5 H 3.597 1.819 -0.621  0.459
6 H -3.038 -1.101 1.850  0.283
7 H -2.675 -2.819 1.522  0.269
8 H -1.796 -1.507 0.673  0.053
9 H -3.529 -1.810 0.286  0.282
10 H -0.549 0.925 -2.670  0.665
11 H -1.181 1.735 -1.413  0.494
12 H -1.369 0.122 -1.526  0.452
13 H 2.445 2.934 -0.923  0.346
14 H 2.746 2.435 0.609  0.407
15 C 1.789 -1.671 1.753  -0.962
16 O 1.500 -1.048 0.530  -0.454
17 H 1.247 -1.249 2.615  0.281
18 H 2.861 -1.640 2.000  0.249
19 H 1.502 -2.728 1.658  0.191

7.
This record from the OMol25 dataset describes a 3-piece molecular cluster, C2H13N2O2 overall at a distorted geometry. The level of theory is ωB97M-V with the def2-TZVPD basis set.

The value obtained for the lowest unoccupied orbital energy is -2.867 eV. The value obtained for the gap between HOMO and LUMO is 11.27 eV. The energy above the lowest of the compared OMol25 structures with the same formula, charge and spin is 134.2 kJ/mol. As for the total charge: +1.

Last column: Mulliken charge in e.
Cartesian coordinates (Å):
1 C -0.492 1.090 0.283  -0.258
2 N -1.558 0.823 1.292  -0.661
3 C -0.911 0.208 -0.969  -0.654
4 N -1.250 -1.140 -0.431  -0.226
5 H 0.498 0.757 0.755  0.288
6 H -0.436 2.183 -0.037  0.307
7 H -1.161 1.050 2.300  0.259
8 H -2.406 1.349 1.377  0.202
9 H 0.010 0.178 -1.510  0.324
10 H -1.858 0.576 -1.406  0.396
11 H -1.772 -1.595 -1.183  0.387
12 H -0.388 -1.662 -0.285  0.184
13 H -1.749 -0.903 0.576  0.478
14 H 3.159 1.469 0.358  0.280
15 H 2.599 1.699 -1.042  0.271
16 O 2.416 1.603 -0.171  -0.540
17 H 1.639 -3.254 -0.410  0.323
18 H 2.221 -2.079 0.516  0.307
19 O 1.439 -2.352 -0.013  -0.666

> Among the records above, which one has the lowest energy above the lowest of the compared OMol25 structures with the same formula, charge and spin?

C2H13FeN2O